(P)
Formula: C3H3N2O2
Source: the OMol25 dataset
Level of theory: ωB97M-V with the def2-TZVPD basis set

## Properties
LUMO energy	3.898	eV
SMILES string	[H]/N=C(\[O-])NC=C=O

Structure (ORCA input):
```
! wB97M-V def2-TZVPD RIJCOSX def2/J DEFGRID3
* xyz -1 1
C 0.93 -0.44 -0.27
C 2.09 -0.36 0.16
C -1.34 0.08 -0.01
N -0.35 -1.02 -0.02
N -0.82 1.24 -0.42
O 3.24 -0.04 0.37
O -2.50 -0.18 0.36
H 0.57 0.55 -0.58
H -0.35 -1.83 0.64
H -1.45 2.00 -0.23
*
```


(Q)
Formula: C3H3N2O2
Source: the OMol25 dataset
Level of theory: ωB97M-V with the def2-TZVPD basis set

## Properties
LUMO energy	3.717	eV

Structure (ORCA input):
```
! wB97M-V def2-TZVPD RIJCOSX def2/J DEFGRID3
* xyz -1 1
C 1.65 0.11 -0.34
C 0.79 0.16 0.68
C -2.57 -0.59 0.20
N 1.75 0.92 -1.37
N -0.45 0.04 0.82
O -2.92 0.38 -0.38
O -2.53 -1.66 0.67
H 2.52 -0.58 -0.18
H 2.59 0.76 -1.81
H -0.84 0.45 1.72
*
```


The energy of each structure relative to the most stable one, in kcal/mol, is as follows: (P) 0.0; (Q) 7.5.


(P)
Formula: C15H56N10O13
Source: the OMol25 dataset
Level of theory: ωB97M-V with the def2-TZVPD basis set

## Properties
LUMO energy	-0.187	eV

Structure (ORCA input):
```
! wB97M-V def2-TZVPD RIJCOSX def2/J DEFGRID3
* xyz 0 1
C 9.13 -8.96 2.75
C 9.67 -9.33 1.29
O 8.60 -9.54 0.43
H 9.95 -8.72 3.41
H 8.71 -9.75 3.31
H 8.31 -8.22 2.92
H 10.47 -10.11 1.24
H 10.10 -8.44 0.94
H 8.71 -8.96 -0.34
C 13.56 -8.30 5.17
C 13.45 -9.59 4.51
O 12.20 -9.66 3.82
H 14.61 -8.18 5.54
H 12.97 -8.27 6.10
H 13.30 -7.42 4.61
H 13.63 -10.36 5.22
H 14.20 -9.73 3.66
H 11.53 -9.93 4.48
C 10.06 -12.76 2.43
O 10.44 -12.06 3.57
N 9.31 -12.31 1.46
N 10.33 -14.04 2.24
H 8.85 -11.39 1.47
H 9.23 -12.77 0.55
H 10.77 -14.53 3.05
H 10.05 -14.59 1.50
C 13.72 -10.37 0.29
O 14.64 -10.93 -0.60
N 12.92 -11.10 1.02
N 13.49 -9.07 0.28
H 12.98 -12.14 1.01
H 12.27 -10.70 1.67
H 14.13 -8.49 -0.31
H 12.72 -8.69 0.88
C 11.80 -6.38 2.60
O 11.38 -6.23 3.91
N 11.86 -5.45 1.74
N 12.34 -7.52 2.18
H 11.45 -4.57 1.97
H 12.16 -5.60 0.85
H 12.23 -8.29 2.82
H 13.30 -7.44 1.80
C 9.34 -9.03 5.88
O 10.46 -9.85 6.02
N 8.04 -9.40 5.92
N 9.38 -7.75 5.74
H 7.93 -10.42 5.73
H 7.21 -8.80 5.47
H 10.25 -7.31 5.46
H 8.53 -7.15 5.80
C 5.73 -7.08 4.84
O 5.09 -6.69 6.01
N 5.86 -8.36 4.66
N 6.27 -6.26 3.94
H 5.32 -9.00 5.28
H 6.16 -8.64 3.71
H 6.15 -5.26 4.26
H 6.96 -6.39 3.17
C 7.30 -12.12 -1.11
O 7.55 -13.50 -0.73
H 6.77 -11.57 -0.37
H 6.77 -12.09 -2.06
H 8.20 -11.54 -1.36
H 8.32 -13.81 -1.30
C 8.26 -12.62 6.00
O 7.72 -12.05 4.86
H 9.07 -12.02 6.29
H 8.69 -13.61 5.82
H 7.57 -12.74 6.84
H 8.46 -12.10 4.24
C 7.98 -6.06 0.69
O 8.88 -5.66 1.72
H 6.94 -5.67 0.70
H 7.99 -7.18 0.62
H 8.39 -5.78 -0.25
H 9.68 -6.14 1.51
C 5.52 -10.25 2.18
O 6.25 -9.10 1.89
H 4.57 -9.91 2.64
H 6.09 -10.76 2.95
H 5.38 -10.94 1.33
H 7.02 -9.36 1.29
C 11.19 -10.36 -1.81
O 11.69 -9.06 -1.74
H 11.82 -10.94 -2.46
H 10.18 -10.52 -2.08
H 11.29 -10.85 -0.88
H 12.36 -9.03 -0.96
C 8.00 -8.15 -2.48
O 8.99 -7.70 -1.54
H 7.82 -7.57 -3.41
H 7.02 -8.30 -2.02
H 8.20 -9.22 -2.82
H 9.78 -7.37 -1.94
*
```


(Q)
Formula: C15H56N10O13
Source: the OMol25 dataset
Level of theory: ωB97M-V with the def2-TZVPD basis set

## Properties
LUMO energy	0.168	eV

Structure (ORCA input):
```
! wB97M-V def2-TZVPD RIJCOSX def2/J DEFGRID3
* xyz 0 1
C 0.95 -0.45 3.85
C 2.38 -0.74 3.38
O 2.34 -1.46 2.13
H 0.46 0.32 3.19
H 1.14 0.12 4.77
H 0.37 -1.34 4.07
H 2.87 -1.37 4.10
H 2.98 0.14 3.29
H 1.86 -1.02 1.47
C -0.47 -1.16 0.68
C 0.18 0.12 0.15
O -0.62 1.28 0.33
H 0.16 -1.99 0.27
H -1.46 -1.22 0.31
H -0.52 -1.22 1.77
H 0.40 0.05 -0.93
H 1.13 0.41 0.61
H 0.00 2.04 0.45
C -3.00 3.96 -0.54
O -3.36 5.21 -0.24
N -2.66 3.60 -1.80
N -2.88 3.00 0.35
H -3.04 4.21 -2.52
H -2.42 2.62 -2.03
H -3.02 3.35 1.30
H -2.24 2.24 0.28
C 3.61 1.25 -2.73
O 4.09 0.04 -3.24
N 3.07 1.26 -1.55
N 3.60 2.41 -3.40
H 2.96 0.40 -1.03
H 3.04 2.17 -0.93
H 3.86 2.38 -4.45
H 3.15 3.28 -3.10
C 4.02 -1.86 -0.53
O 2.80 -1.23 -0.69
N 4.90 -1.92 -1.48
N 4.33 -2.51 0.54
H 4.63 -1.33 -2.31
H 5.88 -1.71 -1.20
H 3.73 -2.26 1.33
H 5.23 -2.91 0.69
C 2.43 2.91 1.13
O 3.00 2.21 2.18
N 3.13 3.32 0.11
N 1.17 3.29 1.00
H 4.13 3.28 0.24
H 2.69 4.00 -0.53
H 0.62 3.19 1.92
H 0.71 3.66 0.15
C 0.88 4.01 -2.18
O 2.14 4.63 -2.10
N 0.73 2.72 -2.04
N -0.25 4.60 -2.03
H 1.61 2.16 -2.05
H -0.15 2.20 -2.00
H -0.21 5.65 -2.10
H -1.19 4.09 -1.98
C 1.48 -4.18 -0.68
O 1.82 -5.48 -0.76
H 2.14 -3.72 0.02
H 0.47 -4.11 -0.33
H 1.52 -3.69 -1.60
H 1.61 -5.88 0.11
C -2.94 0.50 -2.04
O -1.81 1.15 -2.62
H -3.45 -0.30 -2.64
H -3.75 1.22 -1.88
H -2.75 0.23 -1.00
H -1.16 0.46 -2.79
C -4.53 -1.82 0.56
O -5.57 -1.08 -0.08
H -3.95 -1.02 0.98
H -3.92 -2.36 -0.22
H -4.78 -2.54 1.39
H -5.93 -1.69 -0.77
C -2.39 -3.66 2.33
O -1.91 -4.24 1.13
H -3.41 -4.01 2.60
H -2.58 -2.61 2.27
H -1.74 -3.71 3.18
H -2.51 -4.11 0.43
C -2.64 0.48 3.01
O -2.35 -0.69 3.72
H -2.75 0.38 1.98
H -1.86 1.25 3.15
H -3.48 0.87 3.40
H -1.98 -0.41 4.53
C -1.76 -2.85 -1.96
O -2.45 -4.09 -1.61
H -2.28 -1.99 -1.51
H -1.64 -2.68 -3.02
H -0.75 -2.90 -1.61
H -1.90 -4.82 -2.04
*
```


The energy of each structure relative to the most stable one, in kcal/mol, is as follows: (P) 26.1; (Q) 0.0.


(P)
Formula: H13O6S
Source: the OMol25 dataset
Level of theory: ωB97M-V with the def2-TZVPD basis set

## Properties
LUMO energy	3.394	eV

Structure (ORCA input):
```
! wB97M-V def2-TZVPD RIJCOSX def2/J DEFGRID3
* xyz -1 1
S 2.52 1.70 -0.82
H 3.12 2.74 -0.23
H 1.62 -0.19 0.38
H 2.13 -1.48 -0.15
O 1.55 -1.15 0.55
H 0.37 -0.81 2.16
H -0.35 0.46 2.23
O -0.43 -0.45 2.55
H -0.38 -2.27 0.28
H -0.32 -2.70 -1.14
O -0.94 -2.69 -0.40
H -2.83 0.20 -1.21
H -2.58 -0.58 0.01
O -3.32 -0.15 -0.45
H 0.71 1.99 0.50
H -0.80 2.09 0.19
O -0.19 1.90 0.91
H 0.74 0.77 -1.86
H -0.57 0.31 -1.34
O -0.07 0.31 -2.16
*
```


(Q)
Formula: H13O6S
Source: the OMol25 dataset
Level of theory: ωB97M-V with the def2-TZVPD basis set

## Properties
LUMO energy	3.419	eV

Structure (ORCA input):
```
! wB97M-V def2-TZVPD RIJCOSX def2/J DEFGRID3
* xyz -1 1
S 2.51 -0.94 0.09
H 2.50 -2.23 -0.26
H 0.82 0.00 1.42
H -0.13 0.95 2.13
O 0.25 0.07 2.22
H -1.09 -0.05 -1.39
H -1.36 -0.90 -0.16
O -1.61 -0.05 -0.57
H -1.50 2.87 0.49
H -1.80 1.37 0.62
O -2.01 2.24 1.00
H 0.85 -0.36 -3.20
H 0.72 -1.08 -1.88
O 0.19 -0.78 -2.63
H 0.02 -2.28 0.69
H -0.78 -1.49 1.68
O -0.90 -2.16 0.98
H 1.78 1.45 -0.08
H 0.56 1.41 -0.91
O 0.97 1.96 -0.24
*
```


The energy of each structure relative to the most stable one, in kcal/mol, is as follows: (P) 7.7; (Q) 0.0.


(P)
Formula: CH2O4
Source: the OMol25 dataset
Level of theory: ωB97M-V with the def2-TZVPD basis set

## Properties
LUMO energy	0.191	eV
SMILES string	OC1OOO1

Structure (ORCA input):
```
! wB97M-V def2-TZVPD RIJCOSX def2/J DEFGRID3
* xyz 0 1
C 0.09 0.42 -0.03
O -0.30 -0.05 1.22
O 1.02 -0.62 -0.29
O 0.66 -1.21 1.01
O -0.92 0.54 -0.97
H 0.71 1.29 0.02
H -1.26 -0.38 -0.97
*
```


(Q)
Formula: CH2O4
Source: the OMol25 dataset
Level of theory: ωB97M-V with the def2-TZVPD basis set

## Properties
LUMO energy (alpha / beta)	-1.762 / -1.891	eV

Structure (ORCA input):
```
! wB97M-V def2-TZVPD RIJCOSX def2/J DEFGRID3
* xyz 0 1
C 0.32 -0.15 0.12
O -0.33 1.10 0.45
O -0.70 -1.04 0.33
O -1.33 0.62 1.21
O 0.80 -0.14 -1.14
H 1.18 -0.32 0.80
H 0.07 -0.08 -1.78
*
```


The energy of each structure relative to the most stable one, in kcal/mol, is as follows: (P) 0.0; (Q) 10.1.


(P)
Formula: C9H36N18O9
Source: the OMol25 dataset
Level of theory: ωB97M-V with the def2-TZVPD basis set

## Properties
LUMO energy	-0.104	eV
SMILES string	NC(N)=O.NC(N)=O.NC(N)=O.NC(N)=O.NC(N)=O.NC(N)=O.NC(N)=O.NC(N)=O.NC(N)=O

Structure (ORCA input):
```
! wB97M-V def2-TZVPD RIJCOSX def2/J DEFGRID3
* xyz 0 1
C 3.92 44.01 4.43
O 3.00 43.24 4.29
N 3.99 44.89 5.32
N 4.89 44.19 3.62
H 3.25 44.84 6.00
H 4.42 45.76 5.04
H 4.74 43.71 2.74
H 5.69 44.80 3.72
C 3.08 39.52 6.10
O 4.05 40.15 6.36
N 2.63 38.56 6.89
N 2.37 39.70 5.05
H 1.90 37.96 6.54
H 3.17 38.17 7.66
H 1.60 39.07 4.87
H 2.79 40.34 4.39
C 6.84 41.21 4.13
O 7.64 41.49 3.36
N 5.79 40.43 4.03
N 6.94 41.66 5.38
H 5.62 39.82 3.24
H 5.12 40.43 4.79
H 6.36 41.27 6.10
H 7.80 42.18 5.48
C 6.46 38.68 8.43
O 6.69 38.10 7.41
N 5.40 38.55 9.17
N 7.42 39.44 8.92
H 5.34 38.96 10.09
H 4.73 37.83 8.95
H 8.26 39.54 8.36
H 7.23 40.16 9.61
C 1.28 36.37 3.21
O 0.92 37.52 2.91
N 2.26 36.21 4.14
N 0.87 35.21 2.75
H 2.57 35.34 4.55
H 2.64 37.04 4.57
H 0.20 35.08 2.00
H 1.22 34.36 3.16
C -1.31 37.66 5.92
O -0.15 37.48 6.10
N -2.31 37.91 6.78
N -1.70 37.71 4.70
H -2.06 37.86 7.76
H -3.24 38.14 6.49
H -0.95 37.63 4.04
H -2.55 38.19 4.44
C 6.21 42.98 8.46
O 7.15 42.75 9.16
N 5.23 42.15 8.21
N 5.82 44.16 8.05
H 5.34 41.19 8.52
H 4.48 42.52 7.64
H 4.87 44.26 7.73
H 6.23 45.03 8.36
C 4.03 35.51 9.50
O 3.57 36.38 8.85
N 5.24 35.36 9.72
N 3.36 34.50 9.91
H 5.66 34.66 10.32
H 5.89 35.82 9.09
H 3.95 33.76 10.27
H 2.51 34.34 9.39
C 1.19 33.85 7.31
O 1.13 33.96 8.49
N 0.85 34.79 6.52
N 1.73 32.81 6.80
H 0.67 35.72 6.88
H 0.91 34.58 5.53
H 2.10 32.04 7.34
H 1.98 32.85 5.82
*
```


(Q)
Formula: C9H36N18O9
Source: the OMol25 dataset
Level of theory: ωB97M-V with the def2-TZVPD basis set

## Properties
LUMO energy	-0.307	eV
SMILES string	NC(N)=O.NC(N)=O.NC(N)=O.NC(N)=O.NC(N)=O.NC(N)=O.NC(N)=O.NC(N)=O.NC(N)=O

Structure (ORCA input):
```
! wB97M-V def2-TZVPD RIJCOSX def2/J DEFGRID3
* xyz 0 1
C 2.70 1.86 -5.27
O 2.08 2.91 -5.13
N 3.77 1.51 -4.58
N 2.29 0.82 -5.83
H 4.30 2.26 -4.17
H 4.20 0.60 -4.62
H 2.76 -0.05 -5.62
H 1.37 0.82 -6.26
C 0.19 -4.69 -3.63
O 1.14 -4.07 -3.15
N -0.47 -4.41 -4.70
N -0.18 -5.82 -3.04
H -1.26 -4.95 -5.03
H -0.05 -3.66 -5.23
H -0.78 -6.47 -3.53
H 0.16 -5.91 -2.09
C -7.20 3.09 -0.30
O -7.39 4.17 0.10
N -6.53 2.20 0.33
N -7.04 2.82 -1.57
H -6.31 2.27 1.32
H -6.25 1.44 -0.28
H -7.33 3.59 -2.16
H -6.83 1.91 -1.95
C -4.79 3.51 5.30
O -5.52 3.23 6.19
N -4.55 4.78 4.90
N -4.34 2.57 4.55
H -5.06 5.41 5.50
H -4.08 5.01 4.04
H -3.85 2.69 3.68
H -4.51 1.68 4.99
C 1.62 -5.84 2.48
O 0.58 -5.23 2.33
N 2.74 -5.63 1.77
N 1.75 -6.69 3.41
H 2.63 -4.93 1.05
H 3.62 -6.11 1.80
H 1.05 -6.75 4.14
H 2.65 -7.13 3.56
C 4.44 -1.01 4.35
O 3.24 -0.92 4.27
N 5.25 -0.02 4.37
N 5.09 -2.12 4.18
H 6.25 -0.14 4.44
H 4.75 0.86 4.37
H 6.08 -2.00 4.02
H 4.57 -2.92 3.84
C -0.90 0.76 0.12
O -1.54 1.39 0.91
N -0.72 1.22 -1.06
N -0.10 -0.25 0.28
H -1.15 2.11 -1.28
H -0.32 0.64 -1.79
H 0.31 -0.61 -0.57
H 0.26 -0.49 1.19
C -3.48 6.63 -0.09
O -3.14 6.86 1.03
N -4.08 7.52 -0.78
N -3.25 5.54 -0.80
H -3.95 8.50 -0.56
H -4.57 7.25 -1.63
H -3.62 5.59 -1.74
H -2.85 4.75 -0.32
C 6.16 -2.42 -1.00
O 7.08 -1.73 -0.61
N 4.97 -2.00 -1.29
N 6.22 -3.65 -1.48
H 4.72 -1.03 -1.19
H 4.36 -2.68 -1.73
H 7.11 -4.13 -1.49
H 5.51 -4.33 -1.25
*
```


The energy of each structure relative to the most stable one, in kcal/mol, is as follows: (P) 0.0; (Q) 67.4.